C5H6BaO3 | ωB97M-V/def2-TZVPD

Each line ends with the Mulliken spin population.
Element x y z (Å)
C  -3.07422  0.53252  -0.54973  0.84
C  -1.63994  0.44632  -0.94863  0.02
C  -0.86749  -0.54625  -0.09457  0.04
C  0.21922  -0.26602  0.60030  0.01
O  0.54803  -0.34507  1.81251  0.01
Ba  3.02406  -0.58755  3.45452  0.00
H  -3.84265  -0.00211  -1.10947  0.02
H  -3.38263  1.23865  0.22386  0.02
H  -1.15910  1.43351  -0.86233  0.03
H  -1.56484  0.11812  -1.99595  0.01
H  -1.27635  -1.55375  0.03493  -0.01
O  3.99759  -0.05822  -1.21224  0.01
O  3.79985  -0.22064  1.00366  0.01
C  3.42767  -0.06505  -0.17168  0.01
H  1.79079  -0.12445  -0.18518  -0.01

⟨S²⟩: 0.755
Relative energy (zero: lowest compared OMol25 entry of this formula, charge and spin): 66.1 kcal/mol
Total charge: +1
Spin multiplicity: 2
HOMO-LUMO gap (spin up / spin down): 5.22 / 5.48 eV
E_tot: -12107.029 eV
HOMO energy (spin up / spin down): -10.433 / -10.695 eV
LUMO level (spin up / spin down): -5.2 / -5.2 eV

***

C22H31NO5 | ωB97M-V/def2-TZVPD

Each line ends with the Löwdin charge.
Element x y z (Å)
C  5.96566  1.50256  0.02826  -0.06
C  5.54819  0.14858  0.59622  -0.24
O  4.34256  -0.33169  0.04059  -0.07
C  3.14389  0.21486  0.41623  -0.19
C  2.99720  1.12584  1.45420  0.00
C  1.75590  1.59878  1.84131  -0.04
C  0.61022  1.18017  1.18662  -0.23
C  -0.75730  1.67140  1.58652  -0.05
C  -1.74864  0.54098  1.57328  -0.15
N  -1.60143  -0.40644  2.48321  0.10
C  -0.61580  -0.54227  3.52172  -0.13
C  0.06767  -1.91783  3.43940  -0.23
O  1.06548  -1.97860  2.45769  -0.04
C  -2.76676  0.41583  0.60049  -0.05
C  -3.55183  -0.79781  0.54867  -0.33
O  -3.44975  -1.71976  1.36893  0.03
C  -4.56716  -0.96416  -0.55561  -0.07
C  -4.16844  -0.26834  -1.85290  -0.56
C  -5.28023  -0.42621  -2.89235  -0.05
C  -2.87309  -0.86293  -2.40851  -0.02
C  -3.98409  1.20389  -1.50758  -0.07
C  -3.05098  1.49092  -0.34584  -0.35
O  -2.62073  2.63104  -0.24265  0.04
C  0.75238  0.29793  0.12657  0.04
C  1.98772  -0.19483  -0.27796  -0.19
O  1.91577  -1.10344  -1.29386  -0.03
C  2.99633  -1.29398  -2.19026  -0.23
C  3.32708  -0.03440  -2.98267  -0.05
H  6.91214  1.80681  0.46657  0.08
H  6.08486  1.43063  -1.05029  0.08
H  5.21731  2.26219  0.24177  0.07
H  6.28667  -0.61023  0.32129  0.13
H  5.48664  0.18238  1.69044  0.12
H  3.86181  1.46526  2.00120  0.11
H  1.69197  2.29970  2.66105  0.12
H  -0.72347  2.11556  2.58337  0.13
H  -1.08569  2.44363  0.88986  0.11
H  -2.28018  -1.18413  2.37850  0.11
H  0.15121  0.22773  3.44712  0.11
H  -1.11960  -0.46091  4.49201  0.13
H  0.57669  -2.12375  4.38379  0.12
H  -0.69665  -2.69164  3.27617  0.12
H  0.68366  -1.78789  1.59151  0.08
H  -5.51185  -0.54669  -0.19177  0.14
H  -4.72182  -2.03540  -0.70279  0.13
H  -5.02161  0.10189  -3.80741  0.09
H  -5.42879  -1.47643  -3.13357  0.08
H  -6.22019  -0.02457  -2.51962  0.08
H  -2.59221  -0.36097  -3.33177  0.09
H  -3.00168  -1.92245  -2.61911  0.09
H  -2.05645  -0.75391  -1.69924  0.07
H  -4.95155  1.64204  -1.24002  0.14
H  -3.61020  1.77045  -2.36364  0.14
H  -0.11270  -0.03473  -0.42730  0.13
H  2.63485  -2.07761  -2.86258  0.12
H  3.88186  -1.65801  -1.66265  0.11
H  3.69644  0.74448  -2.32040  0.06
H  2.43799  0.33415  -3.48955  0.08
H  4.09074  -0.25768  -3.72266  0.08

Relative energy (zero: lowest compared OMol25 entry of this formula, charge and spin): 49.9 kcal/mol
Total charge: 0
HOMO-LUMO gap: 8.85 eV
E_tot: -35044.700 eV
HOMO energy: -8.124 eV
SMILES: CCOc1ccc(CC(NCCO)=C2C(=O)CC(C)(C)CC2=O)cc1OCC
LUMO level: 0.7 eV

***

C2H7NO2 | ωB97M-V/def2-TZVPD

Each line ends with the Löwdin charge.
Element x y z (Å)
C  -0.82500  0.02174  0.16820  -0.10
N  0.20615  0.17931  1.22908  -0.03
C  0.56489  1.32158  1.84682  -0.45
O  1.22725  1.34591  2.80113  0.06
H  -1.38363  -0.96841  0.26472  0.10
H  -0.33424  0.22491  -0.81825  0.07
H  -1.76334  0.63671  0.25092  0.08
H  0.42515  -0.69986  1.60305  0.11
H  0.04983  2.28377  1.39290  0.16
O  0.73102  -1.29562  -3.29285  -0.11
H  -0.19030  -1.40112  -2.90385  0.05
H  1.29221  -1.64893  -2.54186  0.06

Relative energy (zero: lowest compared OMol25 entry of this formula, charge and spin): 38.5 kcal/mol
Total charge: 0
HOMO-LUMO gap: 10.49 eV
E_tot: -7771.854 eV
HOMO energy: -9.989 eV
SMILES: CNC=O.O
LUMO level: 0.5 eV

***

C9H12N2OS | ωB97M-V/def2-TZVPD

Each line ends with the Löwdin charge.
Element x y z (Å)
H  1.04352  -2.77734  -1.27781  0.06
N  0.27437  -2.33595  -0.80403  0.10
C  -0.85317  -2.02905  -1.31812  -0.40
C  -2.01889  -1.83809  -0.52475  -0.14
C  -2.33084  -0.40362  -0.25349  -0.15
C  -3.48731  0.06529  0.45891  -0.08
N  -3.48115  1.32665  0.67438  0.10
O  -2.25592  1.79537  0.18008  -0.03
C  -1.58167  0.71551  -0.36272  -0.29
C  -0.28125  0.85512  -0.93393  -0.67
S  -0.13860  0.29325  -2.44533  0.90
C  0.83855  1.52485  -0.21992  -0.40
C  0.39905  2.90348  0.31556  -0.05
C  1.14710  0.41994  0.90453  -0.03
H  -1.07889  -2.11092  -2.33932  0.07
H  -1.94836  -2.27469  0.48604  0.14
H  -2.88846  -2.25729  -1.08243  0.15
H  -4.27939  -0.37837  0.94316  0.10
H  1.71559  1.70743  -0.88632  0.13
H  1.07785  3.39101  0.93465  0.05
H  -0.60866  2.73349  0.87245  0.11
H  0.16431  3.58125  -0.48534  0.08
H  0.24496  0.18579  1.50996  0.09
H  1.92225  0.92581  1.45681  0.07
H  1.33054  -0.61752  0.43779  0.08

Relative energy (zero: lowest compared OMol25 entry of this formula, charge and spin): 97.5 kcal/mol
Total charge: 0
HOMO-LUMO gap: 8.11 eV
E_tot: -25386.530 eV
HOMO energy: -8.686 eV
SMILES: [H]/N=C/Cc1cnoc1C(=S)C(C)C
LUMO level: -0.6 eV

***

C8H15NO5 | ωB97M-V/def2-TZVPD

Each line ends with the Löwdin charge.
Element x y z (Å)
C  -3.08746  -1.15442  0.70778  -0.14
C  -2.42324  -1.59307  -0.56136  -0.28
C  -1.09139  -0.90087  -0.65865  -0.05
C  0.07430  -1.54410  -0.66421  -0.03
N  0.72141  -2.64785  -0.57858  -0.30
O  0.99960  -3.13358  0.53500  0.02
O  1.40383  -3.01197  -1.73186  0.07
H  -3.21411  0.02842  0.67864  0.11
H  -4.18691  -1.64566  0.71526  0.11
H  -2.72849  -1.45169  1.71133  0.07
H  -2.36392  -2.60180  -0.70413  0.08
H  -3.09157  -1.15349  -1.40055  0.14
H  -1.18805  0.22705  -0.35869  0.16
H  2.34406  -3.27280  -1.66581  0.14
C  1.77556  3.08445  -0.71792  -0.12
O  1.07976  2.00454  -1.16110  -0.15
C  1.75575  0.77055  -1.32302  -0.10
C  1.88745  -0.07639  -0.10561  -0.57
O  2.67834  -0.92861  0.05209  0.12
O  1.23980  0.40352  0.94436  -0.05
C  1.39600  -0.07639  2.18345  -0.08
H  1.73955  3.13320  0.32013  0.07
H  1.43128  3.97915  -1.26028  0.10
H  2.82835  2.99735  -0.97699  0.09
H  2.76233  0.82219  -1.71383  0.14
H  1.11698  0.26324  -2.03379  0.13
H  2.25740  0.50180  2.65795  0.13
H  1.75584  -1.08479  1.93217  0.09
H  0.54719  -0.17859  2.81025  0.09

Relative energy (zero: lowest compared OMol25 entry of this formula, charge and spin): 166.2 kcal/mol
Total charge: 0
HOMO-LUMO gap (spin up / spin down): 9.21 / 9.21 eV
E_tot: -20258.770 eV
HOMO energy (spin up / spin down): -8.887 / -8.890 eV
SMILES: CCC=C=[N+]([O-])O.COCC(=O)OC
LUMO level (spin up / spin down): 0.3 / 0.3 eV

***

C18H32Br2O14 | ωB97M-V/def2-TZVPD

Each line ends with the Löwdin charge.
Element x y z (Å)
C  5.79402  -3.97040  -0.01518  0.00
C  4.34660  -3.80778  0.44169  -0.33
C  4.06852  -3.47760  1.86429  -0.13
O  3.19775  -2.38248  1.89079  0.09
C  3.26313  -1.81462  0.66238  -0.52
O  2.55351  -0.89631  0.25626  0.08
O  3.89099  -2.62190  -0.16996  0.08
H  5.75665  -4.27714  -1.06046  0.09
H  6.14681  -4.86283  0.50175  0.09
H  6.35261  -3.04619  0.13287  0.10
H  3.62051  -4.58023  0.18826  0.15
H  4.98100  -3.17112  2.37571  0.14
H  3.70964  -4.34264  2.42200  0.14
C  -2.65724  2.29933  -1.06682  -0.01
C  -4.11551  2.26866  -1.24736  -0.30
C  -4.61070  1.25808  -2.38278  -0.08
O  -5.41249  0.34672  -1.65792  0.07
C  -5.63340  0.86098  -0.40823  -0.60
O  -6.42381  0.36823  0.37488  0.14
O  -4.78886  1.74308  -0.11648  0.15
H  -2.31512  2.41515  -2.09523  0.11
H  -2.40056  1.31489  -0.67554  0.10
H  -2.36445  3.12148  -0.41381  0.07
H  -4.38407  3.19971  -1.74647  0.15
H  -3.73809  0.76411  -2.81017  0.13
H  -5.08832  1.83980  -3.17117  0.13
C  -0.38498  -5.24460  -2.38041  0.00
C  -1.06051  -4.32356  -1.27593  -0.31
C  -0.16298  -4.20844  -0.03212  -0.08
O  0.17006  -2.82271  -0.13953  0.03
C  -0.29281  -2.30345  -1.37276  -0.49
O  -0.12018  -1.19505  -1.83508  0.13
O  -1.19192  -3.10694  -1.91729  0.09
H  -0.38701  -6.25263  -1.96573  0.08
H  0.63742  -4.91921  -2.57257  0.09
H  -1.00250  -5.27771  -3.27801  0.08
H  -2.08529  -4.54470  -0.97755  0.16
H  0.78814  -4.73969  -0.06774  0.12
H  -0.62304  -4.37918  0.94117  0.14
C  -1.39320  4.91678  3.59667  -0.04
C  -0.27895  4.63973  2.60159  -0.29
C  -0.93982  4.27004  1.26185  -0.16
O  -0.33178  5.16359  0.36697  0.03
C  0.41080  6.13700  1.00548  -0.44
O  1.12344  7.05307  0.56167  0.11
O  0.20602  5.96559  2.36332  0.04
H  -2.10932  5.64249  3.21115  0.09
H  -1.09798  5.41145  4.52202  0.08
H  -1.88702  4.03271  3.99997  0.09
H  0.55545  4.03730  2.96072  0.15
H  -2.02699  4.34821  1.25410  0.12
H  -0.68910  3.24464  0.99017  0.08
Br  1.85072  1.07418  -4.34046  0.60
C  2.40645  1.22838  -2.45425  -0.68
C  1.35489  1.99801  -1.70398  -0.57
Br  2.05915  2.36165  0.19084  0.64
H  3.44627  1.55298  -2.49322  0.06
H  2.44224  0.20002  -2.09471  0.03
H  0.41473  1.44802  -1.66249  0.04
H  1.19387  2.98366  -2.14065  0.05
O  -1.23888  -1.64119  3.22879  -0.06
H  -1.26965  -1.12912  2.42065  -0.01
H  -1.25989  -0.98770  3.92790  0.03
O  -0.62585  0.46890  1.22854  -0.07
H  -0.51054  0.18842  0.32064  0.01
H  0.16141  0.16008  1.67696  0.03

Relative energy (zero: lowest compared OMol25 entry of this formula, charge and spin): 64.0 kcal/mol
Total charge: 0
HOMO-LUMO gap: 10.09 eV
E_tot: -187933.666 eV
HOMO energy: -9.954 eV
SMILES: C[C@H]1COC(=O)O1.C[C@H]1COC(=O)O1.C[C@H]1COC(=O)O1.C[C@H]1COC(=O)O1.BrCCBr.O.O
LUMO level: 0.1 eV

***

C5H4O2 | ωB97M-V/def2-TZVPD

Each line ends with the Löwdin charge.
Element x y z (Å)
C  0.36050  0.72844  -1.49242  -0.11
C  -0.82494  -0.04359  -0.12868  -0.27
C  -1.19123  -0.71739  0.91558  -0.11
C  1.07702  -0.41449  1.10749  -0.03
C  0.67559  -0.17785  -0.13992  -0.02
H  0.93140  0.52752  -2.53875  0.16
H  0.51355  1.77616  -1.40031  0.09
H  -2.27654  -0.95133  1.25126  0.16
H  1.86273  -0.54577  1.99426  0.17
O  -0.99454  0.60096  -1.29075  0.02
O  -0.13354  -0.78265  1.72224  -0.07

Relative energy (zero: lowest compared OMol25 entry of this formula, charge and spin): 120.1 kcal/mol
Total charge: 0
HOMO-LUMO gap: 9.60 eV
E_tot: -9338.973 eV
HOMO energy: -8.669 eV
LUMO level: 0.9 eV

***

C6H10O | ωB97M-V/def2-TZVPD

Each line ends with the Löwdin charge.
Element x y z (Å)
C  -1.59464  -0.93149  -1.60422  -0.06
C  -0.58047  -0.28036  -0.69200  -0.35
C  -0.68079  -0.31190  0.64242  -0.08
C  0.16111  0.40689  1.66296  -0.24
C  1.34817  1.20103  1.12287  -0.11
C  0.43861  0.43661  -1.49676  -0.07
O  1.52909  -0.28160  -1.63112  0.02
H  -1.12759  -1.70738  -2.22314  0.08
H  -2.02209  -0.18827  -2.28634  0.08
H  -2.40305  -1.38822  -1.02696  0.08
H  -1.53345  -0.85191  1.05694  0.11
H  0.49827  -0.31335  2.42066  0.11
H  -0.50321  1.09118  2.20782  0.11
H  1.74164  1.88507  1.88121  0.08
H  2.16857  0.54417  0.81642  0.07
H  1.05750  1.79723  0.24646  0.06
H  1.50234  -1.10771  -1.09721  0.13

Relative energy (zero: lowest compared OMol25 entry of this formula, charge and spin): 63.9 kcal/mol
Total charge: 0
HOMO-LUMO gap: 9.12 eV
E_tot: -8428.470 eV
HOMO energy: -8.325 eV
LUMO level: 0.8 eV

***

C3H4N2 | ωB97M-V/def2-TZVPD

Each line ends with the Löwdin charge.
Element x y z (Å)
N  1.11123  0.91474  1.51385  0.08
C  0.35610  -1.20883  -0.83545  0.11
C  -0.82044  -0.48266  -0.76697  -0.22
C  -0.61008  0.67294  -0.03190  -0.14
N  0.69927  0.74217  0.35207  -0.12
H  2.13604  1.00606  1.43251  0.06
H  0.27180  -2.30670  -0.79519  0.02
H  -1.80440  -0.76793  -1.13977  0.09
H  -1.33951  1.43021  0.27085  0.12

Relative energy (zero: lowest compared OMol25 entry of this formula, charge and spin): 136.8 kcal/mol
Total charge: 0
HOMO-LUMO gap (spin up / spin down): 7.64 / 7.67 eV
E_tot: -6149.967 eV
HOMO energy (spin up / spin down): -8.213 / -8.340 eV
LUMO level (spin up / spin down): -0.6 / -0.7 eV